255
Properties=species:S:1:pos:R:3 method="wB97M-V/def2-TZVPD" e_lumo_ev=0.334 orbital_gap_ev=10.2 largest_force_ev_per_a=3.87 e_tot_ha=-6733.0818
O 6.076 -1.544 -6.157
C 5.512 -0.598 -5.689
O 4.613 0.101 -6.358
C 4.424 -0.421 -7.745
C 3.256 0.251 -8.301
C 5.690 -0.108 -4.243
H 4.439 -1.497 -7.627
H 5.348 -0.087 -8.185
H 3.229 -0.139 -9.333
H 3.369 1.313 -8.326
H 2.367 0.065 -7.742
H 4.727 0.366 -3.912
H 6.489 0.566 -4.065
H 5.946 -1.019 -3.718
O 1.997 6.705 -6.485
C 1.199 6.118 -5.797
O 0.839 4.882 -6.039
C 1.526 4.300 -7.157
C 0.999 2.857 -7.174
C 0.520 6.697 -4.596
H 2.559 4.453 -7.050
H 1.226 4.926 -8.038
H 1.643 2.269 -6.516
H 1.144 2.478 -8.195
H -0.061 2.776 -6.955
H 1.167 7.387 -4.100
H 0.144 5.802 -4.101
H -0.200 7.318 -5.049
O 0.444 0.775 5.647
C -0.308 1.681 5.935
O -1.566 1.479 6.260
C -2.039 0.117 6.216
C -2.587 -0.328 4.877
C 0.094 3.139 6.115
H -2.817 0.005 6.967
H -1.250 -0.569 6.550
H -3.047 -1.262 5.128
H -1.781 -0.412 4.136
H -3.379 0.338 4.487
H -0.417 3.763 5.420
H 1.209 3.243 6.131
H -0.151 3.442 7.109
O 4.579 -5.189 6.466
C 4.327 -4.357 5.620
O 3.562 -4.610 4.534
C 2.834 -5.862 4.480
C 3.661 -6.801 3.607
C 4.899 -2.988 5.477
H 1.890 -5.632 3.966
H 2.656 -6.356 5.469
H 3.947 -6.231 2.740
H 3.017 -7.623 3.234
H 4.617 -7.084 4.015
H 5.858 -2.920 4.960
H 4.977 -2.491 6.465
H 4.218 -2.363 4.893
O -5.766 -1.921 6.307
C -6.541 -2.653 5.653
O -7.071 -2.366 4.492
C -6.962 -0.992 3.962
C -5.792 -0.964 3.075
C -6.816 -4.121 6.075
H -6.853 -0.399 4.905
H -7.963 -0.820 3.611
H -5.641 0.093 2.802
H -5.921 -1.498 2.130
H -4.863 -1.331 3.545
H -7.349 -4.631 5.291
H -7.269 -4.090 7.061
H -5.855 -4.560 6.075
O -0.700 -2.645 8.283
C -1.254 -3.094 7.318
O -0.629 -3.209 6.183
C 0.792 -2.965 6.121
C 1.038 -2.804 4.591
C -2.737 -3.532 7.261
H 1.227 -3.881 6.501
H 0.998 -2.065 6.701
H 0.351 -1.971 4.295
H 0.608 -3.596 4.025
H 2.044 -2.685 4.296
H -2.782 -4.447 6.714
H -3.302 -2.780 6.652
H -3.131 -3.482 8.293
O 3.242 2.598 -2.101
C 3.491 3.622 -1.491
O 3.941 3.683 -0.192
C 4.362 2.379 0.355
C 5.759 2.074 -0.249
C 3.125 4.993 -1.806
H 3.676 1.571 0.149
H 4.345 2.560 1.449
H 6.372 2.952 0.021
H 5.685 1.829 -1.318
H 6.106 1.274 0.341
H 2.233 5.093 -1.190
H 3.008 5.047 -2.888
H 3.783 5.782 -1.506
O 4.974 4.312 3.973
C 4.329 4.363 5.006
O 3.697 3.342 5.496
C 3.738 2.083 4.730
C 3.485 1.020 5.720
C 4.152 5.646 5.758
H 4.710 1.988 4.200
H 3.009 2.218 3.944
H 3.326 0.134 5.157
H 2.705 1.198 6.417
H 4.422 0.886 6.272
H 3.754 6.350 5.015
H 5.095 6.004 6.159
H 3.461 5.500 6.579
O -1.283 -2.772 1.488
C -2.436 -2.330 1.523
O -3.528 -2.966 1.961
C -3.325 -4.151 2.779
C -4.467 -5.142 2.567
C -2.791 -0.973 0.910
H -3.243 -3.741 3.788
H -2.388 -4.620 2.547
H -4.356 -5.485 1.570
H -5.484 -4.647 2.705
H -4.385 -5.974 3.270
H -3.038 -1.160 -0.161
H -1.951 -0.271 0.985
H -3.716 -0.656 1.402
O 1.048 2.215 2.188
C 0.576 1.215 1.718
O 0.129 1.096 0.470
C 0.190 2.118 -0.584
C 0.113 1.263 -1.881
C 0.511 -0.096 2.488
H 0.956 2.874 -0.344
H -0.776 2.679 -0.460
H -0.920 0.923 -1.996
H 0.806 0.416 -1.780
H 0.441 1.898 -2.750
H 0.906 -0.959 1.949
H -0.503 -0.356 2.759
H 1.032 0.134 3.409
O 1.053 -4.478 -5.644
C 1.310 -3.814 -6.668
O 0.784 -2.628 -6.901
C -0.085 -1.985 -5.925
C 0.736 -0.860 -5.381
C 2.250 -4.324 -7.726
H -0.291 -2.801 -5.219
H -1.016 -1.722 -6.422
H 0.829 -0.031 -6.095
H 1.721 -1.164 -5.146
H 0.307 -0.385 -4.513
H 1.824 -3.999 -8.665
H 2.435 -5.421 -7.637
H 3.120 -3.670 -7.627
O -4.877 3.682 0.823
C -4.125 2.715 0.865
O -4.183 1.577 0.146
C -5.204 1.579 -0.881
C -5.868 0.204 -0.901
C -2.923 2.570 1.755
H -4.752 1.848 -1.848
H -5.898 2.340 -0.540
H -6.175 -0.094 0.087
H -5.155 -0.498 -1.298
H -6.760 0.096 -1.497
H -2.114 2.644 1.027
H -2.883 1.599 2.238
H -2.859 3.383 2.480
O 5.399 -0.979 -0.030
C 4.520 -1.604 0.479
O 3.336 -1.895 -0.146
C 3.314 -1.584 -1.567
C 2.082 -2.281 -1.985
C 4.496 -2.053 1.884
H 4.201 -1.990 -2.044
H 3.209 -0.514 -1.667
H 2.206 -3.321 -1.955
H 1.791 -2.008 -3.015
H 1.236 -1.947 -1.351
H 4.992 -1.318 2.545
H 5.038 -2.953 2.014
H 3.478 -2.069 2.250
O 2.078 -5.118 -0.714
C 2.504 -4.833 0.412
O 3.810 -4.903 0.718
C 4.682 -5.661 -0.200
C 5.531 -4.800 -1.121
C 1.608 -4.385 1.582
H 4.026 -6.429 -0.641
H 5.370 -6.156 0.432
H 6.107 -5.482 -1.815
H 6.221 -4.230 -0.543
H 4.889 -4.162 -1.740
H 0.889 -3.576 1.366
H 2.351 -4.093 2.331
H 1.007 -5.235 1.980
O 0.541 5.402 0.558
C 0.906 5.494 1.737
O 0.128 5.833 2.749
C -1.285 5.933 2.480
C -1.744 7.335 2.242
C 2.321 5.307 2.183
H -1.822 5.524 3.311
H -1.551 5.289 1.656
H -1.553 7.655 1.216
H -1.314 8.088 2.943
H -2.829 7.371 2.410
H 2.685 4.270 2.086
H 2.289 5.565 3.272
H 3.018 6.006 1.660
C -4.830 6.415 -2.370
C -3.921 6.592 -1.154
C -2.521 6.054 -1.491
S -2.847 4.677 -2.576
O -2.746 3.479 -1.785
O -1.989 4.716 -3.747
C -4.572 5.011 -2.927
H -4.518 7.111 -3.164
H -5.902 6.580 -2.182
H -4.292 5.990 -0.318
H -3.778 7.641 -0.805
H -1.945 5.767 -0.633
H -1.953 6.802 -2.037
H -5.218 4.319 -2.402
H -4.742 4.935 -3.987
C -2.716 0.262 -5.479
C -3.687 -0.720 -6.177
C -4.897 0.123 -6.563
S -5.193 1.182 -5.147
O -5.909 0.304 -4.308
O -5.727 2.434 -5.522
C -3.417 1.193 -4.565
H -2.204 0.875 -6.245
H -1.889 -0.180 -4.879
H -4.080 -1.433 -5.419
H -3.295 -1.371 -6.980
H -5.799 -0.471 -6.731
H -4.797 0.774 -7.402
H -3.407 0.865 -3.486
H -3.015 2.195 -4.612
C -1.804 -5.343 -3.811
C -1.564 -5.594 -2.336
C -0.956 -4.309 -1.805
S -2.077 -3.087 -2.428
O -1.374 -1.925 -2.860
O -3.206 -2.916 -1.518
C -2.562 -4.017 -3.881
H -2.419 -6.107 -4.221
H -0.948 -5.331 -4.445
H -0.927 -6.456 -2.192
H -2.482 -5.887 -1.856
H 0.052 -4.137 -2.209
H -0.872 -4.142 -0.729
H -2.406 -3.307 -4.712
H -3.613 -4.165 -3.745